DFT (wB97M-V/def2-TZVPD) results for a cluster of 13 separate species, C52H104O39 in total.

The spin multiplicity is 1. Its energy above the lowest of the compared OMol25 structures with the same formula, charge and spin is 48.3 kcal/mol. The HOMO energy is -0.3880 Eh. The calculation puts the energy at -4978.18303 Eh. The calculation puts the orbital gap at 10.90 eV.

```
195
Properties=species:S:1:pos:R:3:forces:R:3
C -0.2424 4.3789 5.0862 -0.388 -0.567 -0.240
C 0.7024 3.5779 4.2298 0.545 -0.839 -0.913
O 0.8602 2.2892 4.8528 -0.298 -0.400 1.334
C 1.6488 1.3391 4.3683 -0.235 0.836 -0.376
O 2.3005 1.4448 3.3630 0.221 -0.297 -0.272
O 1.5711 0.2669 5.1594 -0.156 0.089 0.313
C 1.9582 -0.9528 4.5465 0.545 -0.429 -0.581
H -1.0917 3.7470 5.3602 0.098 -0.065 0.027
H -0.6751 5.1805 4.4891 0.306 0.344 0.245
H 0.2302 4.6991 6.0100 -0.008 0.326 -0.070
H 1.6911 4.0179 4.0804 -0.075 0.141 0.212
H 0.3182 3.3636 3.2264 -0.171 0.295 0.087
H 1.6674 -1.7986 5.1618 -0.516 0.264 0.188
H 3.0333 -1.0754 4.4152 0.081 0.546 0.121
H 1.5034 -0.9933 3.5588 -0.015 -0.261 -0.002
C -2.4348 -1.6147 2.3940 -0.247 0.569 -0.311
C -0.9297 -1.6128 2.2311 -0.068 -1.679 0.345
O -0.5409 -0.3899 1.6038 -0.716 0.001 0.797
C 0.2724 -0.4147 0.5732 1.079 -0.260 -0.624
O 0.9799 -1.3107 0.2109 0.290 -1.091 0.049
O 0.2371 0.7528 -0.0112 -1.013 1.848 0.186
C 1.0559 1.0615 -1.1084 0.856 -0.620 -1.695
H -2.9182 -1.8495 1.4414 -0.014 -0.098 0.049
H -2.7686 -0.6116 2.6587 0.026 -0.090 0.203
H -2.8066 -2.2890 3.1607 0.251 -0.157 0.008
H -0.6154 -2.5048 1.6771 -0.008 0.449 -0.571
H -0.4201 -1.8046 3.1798 -0.047 0.905 0.133
H 1.0123 0.3272 -1.9214 -0.193 -0.295 0.450
H 2.1195 1.1449 -0.8793 -0.116 0.063 0.512
H 0.7217 1.9776 -1.5872 -0.236 0.267 0.600
C -0.7775 -2.1241 -2.5713 -0.324 0.566 -0.527
C -1.1354 -3.3029 -1.7196 0.415 -0.239 0.717
O -2.5633 -3.3651 -1.5831 0.083 0.365 -1.439
C -3.0871 -4.2050 -0.7156 -0.277 0.969 -0.454
O -2.5026 -4.8010 0.1163 1.128 -1.131 1.473
O -4.4039 -4.2243 -0.8062 -0.928 -0.253 0.169
C -5.0241 -3.9872 -2.0607 -0.915 -0.427 -0.419
H -1.3369 -2.0750 -3.5136 -0.030 -0.548 0.058
H 0.2727 -2.1833 -2.8510 0.069 0.296 0.246
H -1.0274 -1.1591 -2.1215 0.377 -0.128 0.359
H -0.7431 -3.2763 -0.7004 0.255 0.386 -0.145
H -0.7025 -4.2125 -2.1479 -0.575 -0.158 -0.138
H -5.0648 -2.9471 -2.3729 0.394 0.052 0.115
H -6.0541 -4.3240 -1.9384 0.024 0.062 0.146
H -4.5997 -4.6304 -2.8310 0.257 0.249 -0.061
C -3.4673 -6.3643 9.0519 -0.512 0.565 -0.135
C -3.5545 -4.9164 8.6058 0.138 0.048 -0.179
O -2.6584 -4.6757 7.5035 0.352 0.565 0.262
C -2.9306 -5.1854 6.3122 0.101 0.187 0.186
O -3.7864 -5.9772 6.0519 -0.891 -0.551 -0.069
O -2.0814 -4.6698 5.4396 0.817 -0.107 -0.159
C -2.2624 -5.0875 4.0804 -0.537 0.496 0.017
H -2.4004 -6.5728 9.0708 -0.038 -0.466 0.270
H -3.9961 -7.0209 8.3691 0.194 -0.078 -0.164
H -3.9388 -6.4734 10.0283 0.272 -0.035 0.149
H -3.1646 -4.2585 9.3810 0.053 -0.025 0.015
H -4.5400 -4.5295 8.3426 -0.126 -0.395 -0.071
H -2.5484 -6.1297 3.9772 0.069 -0.056 0.218
H -1.3394 -4.8837 3.5505 0.072 0.060 0.053
H -3.0696 -4.4575 3.7056 0.054 -0.226 -0.433
C 11.6512 -0.1419 -2.0881 -0.340 0.947 -0.599
C 10.8913 1.0782 -2.6603 1.007 -0.931 -0.636
O 9.5571 0.6901 -3.0209 0.143 -0.263 1.084
C 8.7856 1.7043 -3.4043 0.098 -1.262 -0.707
O 9.1995 2.7462 -3.7772 0.196 1.810 0.211
O 7.5279 1.2729 -3.4533 -0.217 -0.573 0.303
C 6.5078 2.2299 -3.2867 0.073 1.272 0.023
H 11.6797 -0.0241 -1.0089 0.223 -0.516 0.061
H 12.6457 -0.1089 -2.5330 0.178 -0.064 0.436
H 11.2101 -1.0821 -2.4038 -0.210 -0.022 0.160
H 11.4115 1.3960 -3.5672 -0.230 0.244 0.065
H 10.9334 1.8887 -1.9336 -0.478 0.120 -0.169
H 6.2072 2.2483 -2.2379 -0.389 -0.345 -0.124
H 5.7065 2.0284 -3.9895 -0.184 -0.299 0.214
H 6.8614 3.2467 -3.4904 0.215 -0.211 -0.183
C 9.3082 -2.3210 -0.3998 -1.043 0.630 0.525
C 8.3410 -2.2624 0.8116 1.896 0.391 -0.824
O 7.1053 -1.6627 0.4081 -0.259 -0.375 0.243
C 6.2590 -1.5511 1.4438 -0.634 -0.447 -0.734
O 6.5411 -1.7045 2.5901 0.401 0.100 1.056
O 5.0231 -1.3429 0.9918 0.195 0.729 -0.842
C 4.0676 -0.9776 1.9900 -0.036 -0.018 0.139
H 8.7077 -2.3248 -1.3070 0.231 -0.366 -0.231
H 9.9914 -3.1613 -0.3171 -0.097 -0.117 -0.152
H 9.8841 -1.4010 -0.4024 0.108 -0.009 -0.181
H 8.8432 -1.5961 1.5111 -0.388 -0.274 0.532
H 8.2250 -3.2566 1.2325 -0.506 0.074 0.183
H 4.3793 -0.0966 2.5487 0.287 -0.234 0.192
H 3.9357 -1.8561 2.6166 -0.215 0.222 0.264
H 3.1434 -0.6838 1.5034 0.019 -0.383 -0.332
C -6.1974 -3.4557 2.4848 0.167 -0.804 -1.140
C -6.1988 -2.3543 1.4500 -0.876 0.477 0.428
O -7.5753 -2.0591 1.0891 -0.506 -0.932 0.950
C -7.7654 -1.0134 0.3172 0.451 -0.650 0.024
O -6.8764 -0.3179 -0.0648 0.584 1.382 -0.851
O -9.0458 -0.9511 0.0080 -0.846 0.100 -0.072
C -9.5460 0.1698 -0.7230 -0.127 0.208 0.352
H -6.5718 -3.1166 3.4438 0.173 -0.031 0.141
H -5.1799 -3.8580 2.5058 0.063 0.307 0.551
H -6.7655 -4.3279 2.1480 -0.291 0.232 0.045
H -5.7288 -2.6066 0.5040 0.576 -0.003 0.281
H -5.8086 -1.4591 1.9402 0.362 0.074 -0.594
H -9.0096 0.3711 -1.6469 0.100 -0.248 -0.013
H -9.5349 1.0651 -0.1034 0.226 -0.022 0.006
H -10.5898 -0.0721 -0.8980 0.041 -0.069 -0.275
C 3.6107 -3.4326 -1.8107 -0.578 0.432 0.989
C 4.2305 -2.1255 -2.2204 1.388 0.176 0.519
O 4.2134 -1.8756 -3.6303 0.222 0.079 -0.181
C 3.2048 -1.2168 -4.1678 -0.153 -0.535 -0.337
O 2.1865 -0.8799 -3.6235 -0.157 0.281 0.255
O 3.4914 -1.0502 -5.4636 -0.037 0.088 -0.092
C 2.4878 -0.4717 -6.3030 -0.068 0.402 0.135
H 4.0311 -4.2787 -2.3452 -0.145 0.004 -0.224
H 2.5196 -3.4086 -1.8023 0.005 -0.128 -0.493
H 3.8524 -3.5566 -0.7486 0.167 -0.070 -0.100
H 5.2988 -2.1947 -1.9870 -0.014 -0.087 -0.293
H 3.9616 -1.2382 -1.6441 -0.806 -0.189 -0.201
H 2.0036 -1.2422 -6.8996 0.130 -0.078 -0.006
H 2.9922 0.2541 -6.9370 0.051 -0.169 -0.140
H 1.7315 0.0608 -5.7319 0.015 -0.115 0.210
C 4.7811 4.1598 -6.6679 -0.077 -0.943 -1.342
C 6.2575 4.4338 -6.5406 -0.427 0.477 -0.126
O 6.9500 3.5169 -7.3947 0.089 -0.423 -0.016
C 8.2743 3.4449 -7.1661 -0.990 -0.369 -0.672
O 8.8151 3.9877 -6.2650 1.167 0.561 0.575
O 8.7962 2.6711 -8.1227 -0.546 -0.450 -0.351
C 10.1880 2.4964 -8.2021 1.457 0.956 -0.019
H 4.5830 3.1320 -6.3486 -0.217 0.270 0.534
H 4.4911 4.1134 -7.7261 0.181 0.304 0.036
H 4.1413 4.9069 -6.2174 0.052 -0.021 0.483
H 6.5507 4.3201 -5.4991 0.384 0.077 -0.126
H 6.4975 5.4324 -6.9137 0.044 0.082 0.370
H 10.5370 1.4724 -8.0866 -0.568 -0.162 0.374
H 10.6918 3.1568 -7.4914 -0.083 -0.296 0.201
H 10.5637 2.8112 -9.1810 -0.495 0.027 -0.095
C -9.3456 2.0352 2.5230 -0.521 0.261 -1.290
C -8.0594 2.1612 3.2932 -0.946 0.856 1.364
O -6.9989 1.4998 2.6249 -0.340 -1.035 -0.184
C -5.7901 2.0292 2.6970 -0.260 0.861 -0.174
O -5.5279 3.0817 3.2085 0.340 0.448 0.483
O -4.9284 1.2667 2.0497 -0.087 -0.247 -0.100
C -3.6139 1.7668 1.9446 1.708 0.024 -0.420
H -9.8218 1.0533 2.4990 0.578 -0.243 -0.087
H -9.1380 2.3860 1.5051 -0.072 -0.374 -0.051
H -10.1769 2.6819 2.8161 0.490 0.276 0.681
H -8.2208 1.7694 4.3054 0.475 -0.325 -0.157
H -7.8181 3.2142 3.4510 0.162 -0.078 -0.289
H -3.4287 2.6631 1.3456 -0.999 0.077 -0.158
H -3.0656 0.9772 1.4410 0.062 -0.034 0.057
H -3.1021 1.9953 2.8803 -0.481 -0.320 0.337
C 0.6740 -0.9181 8.2451 -0.121 0.507 -0.510
C -0.7458 -0.7136 8.7415 0.565 -2.188 0.206
O -1.4016 0.3584 8.1053 0.465 0.673 1.086
C -2.0578 0.1313 6.9857 -0.408 0.617 1.116
O -2.0527 -0.8486 6.3301 0.460 -2.165 -1.249
O -2.8221 1.1734 6.7697 -0.815 1.446 -0.355
C -3.6330 1.0973 5.5864 1.146 -1.151 -0.265
H 1.1769 0.0497 8.2902 0.275 -0.156 -0.046
H 0.6568 -1.2567 7.2093 -0.023 0.163 -0.035
H 1.2350 -1.6661 8.8014 -0.158 0.068 0.320
H -0.7381 -0.6136 9.8264 -0.214 0.899 -0.068
H -1.2914 -1.6533 8.5954 -0.210 0.215 -0.331
H -4.4876 0.4419 5.7627 -0.385 0.635 0.172
H -3.0526 0.5223 4.8541 -0.081 0.434 -0.191
H -3.7962 2.1113 5.2490 -0.512 0.002 0.098
C -2.3435 3.3868 -2.4595 0.504 -0.075 -0.278
C -2.3850 4.8299 -2.9095 -0.783 -0.375 1.036
O -2.3709 4.7797 -4.3321 0.445 -0.886 0.169
C -2.3760 5.9303 -4.9601 0.353 -0.803 -0.033
O -2.2699 6.9908 -4.4548 -0.078 2.238 0.978
O -2.4691 5.6958 -6.2453 -0.168 -0.890 -1.630
C -2.7971 6.8006 -7.0513 -0.639 1.670 0.136
H -3.1139 2.8577 -3.0118 -0.046 -0.313 0.296
H -2.4098 3.2402 -1.3819 -0.444 0.288 0.019
H -1.3795 2.9451 -2.7153 0.018 -0.050 -0.296
H -1.6028 5.4169 -2.4298 0.231 0.199 -0.609
H -3.3434 5.2724 -2.6291 0.068 0.139 0.145
H -2.1096 7.6401 -6.9270 0.270 -0.286 0.002
H -3.7677 7.2103 -6.7462 0.020 -0.199 -0.002
H -2.8767 6.5522 -8.1024 0.279 -0.611 0.069
C -3.6656 0.2293 -1.2762 -0.542 0.666 0.270
C -4.1627 -0.2574 -2.6102 1.179 -1.825 -0.426
O -3.5353 0.5067 -3.6610 0.068 0.484 1.519
C -3.9507 0.3382 -4.8858 -0.271 0.629 -0.162
O -4.6598 -0.5155 -5.3088 -0.983 -1.457 -0.263
O -3.4870 1.3467 -5.5905 0.585 1.209 -0.592
C -3.9141 1.4497 -6.9376 -0.131 -0.241 -0.794
H -2.6226 0.5396 -1.3557 0.031 -0.148 0.006
H -3.7586 -0.5735 -0.5447 0.037 -0.045 -0.016
H -4.2398 1.0700 -0.8818 0.003 0.030 -0.103
H -5.2319 -0.3872 -2.7699 -0.080 0.629 0.159
H -3.7421 -1.2701 -2.7070 -0.204 0.088 -0.158
H -3.1809 2.0520 -7.4685 0.157 -0.112 0.140
H -4.8783 1.9526 -7.0630 0.013 -0.073 0.505
H -4.0064 0.4590 -7.3872 0.130 0.111 0.015
```
Forces are in eV/Å.